# 1
C4H3NO2 | ωB97M-V/def2-TZVPD

ORCA input file:
```
! RIJCOSX wB97M-V def2-TZVPD def2/J DEFGRID3
* xyz 0 1
N 2.06778 1.08321 -0.84816
C 1.09390 0.72600 -0.36277
C -0.16800 0.43405 0.26437
C -1.28453 0.42453 -0.73680
O -2.41079 0.08956 -0.38851
C 0.02336 -1.02650 0.80740
O 1.13270 -1.44405 1.13697
H -0.22008 1.11708 1.09494
H -1.07399 0.44189 -1.81820
H -0.94407 -1.65401 0.83950
*
```

As for the HOMO-LUMO gap: 10.40 eV. Its energy relative to the best compared isomer or geometry (same formula, charge and spin) is 2.006 eV. The value obtained for the total energy is -9779.680 eV.



# 2
C4H3NO2 | ωB97M-V/def2-TZVPD

ORCA input file:
```
! RIJCOSX wB97M-V def2-TZVPD def2/J DEFGRID3
* xyz 0 1
C -0.10596 -1.18919 -0.45631
N -0.05043 0.10805 -0.09098
C 1.00428 0.43383 0.69080
C 1.81033 -0.65951 0.59299
O 2.96101 -1.48200 0.64249
O 2.28949 -2.48925 -0.05856
C 1.14031 -1.66668 -0.13196
H -0.97862 -1.52170 -1.16135
H -0.76321 0.74726 -0.18224
H 0.85208 1.43085 0.97715
*
```

As for the HOMO-LUMO gap: 9.39 eV. Its energy relative to the best compared isomer or geometry (same formula, charge and spin) is 6.755 eV. The value obtained for the total energy is -9774.931 eV.



# 3
C4H3NO3 | ωB97M-V/def2-TZVPD

ORCA input file:
```
! RIJCOSX wB97M-V def2-TZVPD def2/J DEFGRID3
* xyz 0 1
C 1.07137 -0.45687 -0.22639
C -0.18676 -1.13477 0.01232
C -1.38328 -0.32262 -0.27928
C -1.04201 1.13611 0.33712
H 2.75035 0.20357 0.63597
H -0.42551 -2.24935 -0.06493
H -1.95531 1.81421 0.42520
N 0.08876 1.72938 -0.07596
O 2.37554 -0.86094 0.08563
O -2.46783 -0.75808 -0.22897
O 1.17469 0.89936 -0.62071
*
```

As for the HOMO-LUMO gap: 9.30 eV. Its energy relative to the best compared isomer or geometry (same formula, charge and spin) is 6.304 eV. The value obtained for the total energy is -11823.229 eV.



# 4
C4H3NO4Sm | ωB97M-V/def2-TZVPD

ORCA input file:
```
! RIJCOSX wB97M-V def2-TZVPD def2/J DEFGRID3
* xyz 3 6
O 0.14090 -1.97727 -1.24891
C 0.57715 -1.27899 -0.42758
Sm 1.69731 0.13900 1.13730
O -3.07177 0.01100 -2.72534
C -2.18545 0.10078 -2.01602
C 2.40222 0.21079 -1.12219
O 2.62837 0.13094 -2.26018
C 0.52586 1.73337 -0.17592
O 0.04473 2.52305 -0.88009
N -0.42628 -0.30907 2.32522
H -0.97449 0.51069 2.61896
H -0.35430 -0.95571 3.11751
H -1.00425 -0.83859 1.65725
*
```

As for the HOMO-LUMO gap (alpha / beta): 5.59 / 6.80 eV. Its energy relative to the best compared isomer or geometry (same formula, charge and spin) is 1.741 eV. Its expectation value of S² is 8.759. The value obtained for the total energy is -31744.590 eV.



# 5
C4H3NOS | ωB97M-V/def2-TZVPD

ORCA input file:
```
! RIJCOSX wB97M-V def2-TZVPD def2/J DEFGRID3
* xyz 0 1
C 2.16367 1.17934 0.23455
C -0.05297 0.12909 -0.02734
C 1.94592 -2.13836 -2.90347
C -1.29969 -0.12594 -0.25694
N 1.09782 0.52582 -0.06318
O 2.96749 -2.41823 -2.44155
S 0.62171 -1.61996 -3.51928
H 2.68046 1.56366 -0.62839
H -1.54975 -0.33257 -1.34244
H -1.98588 0.00626 0.58358
*
```

As for the HOMO-LUMO gap: 8.37 eV. Its energy relative to the best compared isomer or geometry (same formula, charge and spin) is 2.901 eV. The value obtained for the total energy is -18565.352 eV.



# 6
C4H3NOS2 | ωB97M-V/def2-TZVPD

ORCA input file:
```
! RIJCOSX wB97M-V def2-TZVPD def2/J DEFGRID3
* xyz 0 1
S 1.31648 -0.23895 2.51957
C 0.90083 -0.19676 0.90870
C -0.38108 0.32188 0.54209
C -0.79413 0.21132 -0.73434
S -2.44221 0.69842 -1.24092
O 0.06957 -0.26811 -1.65804
C 1.32984 -0.58817 -1.25974
N 1.79465 -0.51040 -0.10308
H -1.01740 0.60183 1.42411
H -2.30156 0.11489 -2.45570
H 1.87873 -0.84029 -2.18106
*
```

As for the HOMO-LUMO gap: 7.98 eV. Its energy relative to the best compared isomer or geometry (same formula, charge and spin) is 1.168 eV. The value obtained for the total energy is -29403.163 eV.



# 7
C4H3NS | ωB97M-V/def2-TZVPD

ORCA input file:
```
! RIJCOSX wB97M-V def2-TZVPD def2/J DEFGRID3
* xyz 0 1
C -1.45581 -0.63669 1.07207
C 2.03396 0.21294 -0.06181
C 0.87534 0.32353 -0.60994
C -1.54045 -0.11334 -0.19237
N -1.39620 -1.07911 2.13897
S 2.07628 1.22339 -1.62549
H 2.78088 -0.07790 0.63324
H -1.79474 0.92411 -0.31777
H -1.57926 -0.77693 -1.03691
*
```

As for the HOMO-LUMO gap (alpha / beta): 5.38 / 9.17 eV. Its energy relative to the best compared isomer or geometry (same formula, charge and spin) is 4.913 eV. The value obtained for the total energy is -16515.337 eV.



# 8
C4H3NS | ωB97M-V/def2-TZVPD

ORCA input file:
```
! RIJCOSX wB97M-V def2-TZVPD def2/J DEFGRID3
* xyz 0 1
S 2.74037 -0.22122 0.08355
C 1.10005 -0.36351 -0.32230
C 0.42834 0.90992 -0.28977
C -0.91889 0.51472 0.07857
C -0.85815 -0.91725 -0.00504
N 0.36040 -1.39048 -0.15551
H 0.78578 1.90786 -0.32431
H -1.86735 0.94512 0.78255
H -1.77056 -1.38516 0.15227
*
```

As for the HOMO-LUMO gap: 6.92 eV. Its energy relative to the best compared isomer or geometry (same formula, charge and spin) is 1.942 eV. The value obtained for the total energy is -16518.308 eV.